(1)
Entry from the OMol25 dataset: a structure of composition C42H29N11O2Pt (the ωB97M-V functional and the def2-TZVPD basis).

```
85
Properties=species:S:1:pos:R:3:forces:R:3
Pt -0.729769 1.224311 -0.037435 -0.04 0.01 0.02
C -3.440359 3.875750 5.377362 0.00 0.00 0.00
C -4.387476 4.379900 4.471609 0.00 0.00 0.00
C -4.325552 4.085682 3.122326 -0.01 0.01 0.00
C -3.278550 3.271353 2.700183 0.01 -0.01 0.00
C -2.916766 2.772014 1.408404 -0.03 0.00 -0.04
N -3.643850 3.009419 0.316977 0.02 0.01 0.00
C -3.289140 2.669900 -0.868789 0.00 0.00 0.02
C -4.125459 2.909501 -2.041574 0.01 0.00 0.02
C -5.370064 3.493821 -2.170708 -0.02 0.00 0.00
C -5.890142 3.582991 -3.458207 0.00 0.00 0.00
C -5.182847 3.111028 -4.564167 0.00 0.00 0.00
C -3.926824 2.531362 -4.423048 -0.01 0.00 0.00
C -3.424582 2.440418 -3.138697 0.03 0.00 0.00
C -2.153406 1.921008 -2.642200 0.01 0.00 0.00
N -1.253296 1.449267 -3.459229 0.00 0.01 0.00
C -0.075770 1.011901 -3.043862 -0.04 0.01 0.00
N 0.352769 0.783271 -1.758167 -0.01 0.01 -0.01
C 1.630487 0.316737 -1.868695 0.09 -0.07 0.00
N 2.353503 -0.138410 -0.783539 -0.11 0.02 -0.01
C 1.792389 -0.362149 1.222769 0.09 0.05 0.00
N 0.624277 0.444812 1.387099 -0.04 0.02 0.03
C 0.410224 0.559809 2.736579 -0.02 0.01 -0.02
N -0.454977 1.252131 3.400535 0.00 0.00 0.00
C -1.427872 1.965526 2.836177 0.01 -0.03 -0.01
N -1.775820 1.999880 1.516370 0.02 0.01 0.01
C -2.337687 2.770735 3.600019 0.00 0.00 0.00
C -2.404192 3.061689 4.958727 0.01 0.00 0.01
C 1.361386 -0.277994 3.469513 -0.03 0.01 0.00
C 1.468617 -0.486333 4.830622 0.01 -0.01 0.02
C 2.447574 -1.369286 5.262884 0.00 0.01 -0.01
C 3.281357 -2.007689 4.347415 0.00 0.01 0.00
C 3.169187 -1.779238 2.981427 -0.01 0.01 0.00
C 2.185125 -0.899095 2.551523 0.01 0.00 0.00
C 2.062896 0.226408 -3.209331 0.00 0.01 0.02
C 3.246143 -0.215631 -3.807242 0.01 -0.01 -0.01
C 3.300797 -0.172015 -5.188048 -0.01 0.01 0.00
C 2.218397 0.291523 -5.950723 0.00 0.00 0.00
C 1.039203 0.717908 -5.355467 0.00 0.00 -0.01
C 0.978678 0.675470 -3.971645 -0.02 -0.01 -0.02
N -2.093023 2.064673 -1.284022 -0.01 0.02 -0.03
H -3.528700 4.132227 6.424282 0.00 0.00 0.00
H -5.182071 5.012348 4.843574 0.00 0.00 0.00
H -5.054327 4.469122 2.422059 0.00 0.00 0.00
H -5.910881 3.864353 -1.311176 0.00 0.00 0.00
H -6.862567 4.031990 -3.608412 0.00 0.00 0.00
H -5.620371 3.204076 -5.548705 0.00 0.00 0.00
H -3.365667 2.170736 -5.273656 0.00 0.00 0.00
H -1.674277 2.668705 5.652588 0.00 0.00 0.00
H 0.806983 0.021794 5.517971 0.00 0.00 0.00
H 2.568033 -1.566208 6.319330 0.00 0.00 0.00
H 4.038060 -2.691715 4.707234 0.00 0.00 0.00
H 3.841987 -2.278193 2.304231 0.01 -0.01 -0.02
H 4.080286 -0.582745 -3.222148 0.01 0.00 0.00
H 4.196521 -0.502893 -5.695705 0.00 0.00 0.00
H 2.307876 0.311351 -7.028226 0.00 0.00 0.00
H 0.200494 1.066666 -5.941777 0.00 0.00 0.00
C -2.308847 -4.111042 0.261556 0.01 0.00 0.00
C -3.168016 -2.924521 -0.186397 0.01 0.00 0.00
C -2.425635 -1.668375 -0.142335 -0.08 0.02 0.01
N -1.840870 -0.686420 -0.096074 0.11 -0.05 -0.01
H -2.906867 -5.018062 0.215258 0.00 0.00 0.00
H -1.963848 -3.979939 1.285675 0.00 0.00 0.00
H -1.445328 -4.236247 -0.389764 0.00 0.00 0.00
H -4.044049 -2.801109 0.452623 0.00 0.00 0.00
H -3.527102 -3.052134 -1.209014 0.00 0.00 0.00
O 2.481895 -5.400746 0.156200 0.03 0.03 -0.01
C 3.825758 -5.145718 0.508828 -0.02 0.00 0.01
N 4.627738 -4.637175 -0.575535 0.01 0.05 -0.02
C 4.729659 -3.354411 -1.001447 -0.02 -0.07 0.05
O 5.438010 -3.005799 -1.920525 0.01 0.02 -0.02
C 3.931168 -2.242949 -0.352378 -0.02 -0.01 -0.04
C 4.745622 -1.119171 0.098651 -0.03 0.02 0.00
C 4.313971 0.078254 0.537951 0.06 -0.01 0.03
C 2.947405 0.572563 0.300085 -0.08 -0.02 0.05
N 1.811558 -1.173970 0.004122 0.08 -0.04 -0.05
C 2.589271 -2.345950 -0.177632 0.00 0.02 0.00
H 2.420435 -6.235317 -0.322009 0.00 0.01 0.01
H 4.312019 -6.043189 0.888729 0.00 0.00 0.00
H 3.789006 -4.410672 1.310892 0.00 0.00 0.00
H 5.173822 -5.287574 -1.123922 0.00 0.00 0.00
H 5.801141 -1.344905 0.197800 0.00 0.00 0.01
H 4.987442 0.724100 1.086889 0.00 0.00 0.00
H 2.789882 1.646283 0.359601 0.01 0.00 -0.01
H 2.057763 -3.289771 -0.203051 0.00 -0.01 0.00
```
Positions in Å, forces in eV/Å.

Its spin multiplicity is 5. As for the total charge: +2. As for the frontier orbital gap (spin up / spin down): 0.1953 / 0.1980 hartree. The LUMO energy (spin up / spin down) is -5.97 / -8.29 eV. Its highest occupied orbital energy (spin up / spin down) is -11.282 / -13.675 eV.

Atomic partial charges in e from the Löwdin method, atoms 1 to 4:
1. Pt 1.469
2. C -0.040
3. C -0.039
4. C 0.016

---

(2)
Entry from the OMol25 dataset: a structure of composition C42H30As2BrF4O6PPdS (the ωB97M-V functional and the def2-TZVPD basis).

```
88
Properties=species:S:1:pos:R:3:forces:R:3
Pd 0.398126 0.617369 0.745840 -0.26 -0.39 0.16
O 4.232997 1.644244 1.189460 -0.12 0.00 0.12
As 3.149733 2.348415 -0.003355 0.15 0.46 0.36
O 4.031005 2.857629 -1.267969 0.20 0.13 -0.20
O 2.008833 1.201006 -0.449371 -0.50 -0.46 -0.31
C 2.252113 3.861644 0.835117 0.13 -0.02 -0.04
C 2.520116 5.049374 0.154215 0.07 0.00 -0.07
C 1.922007 6.242597 0.524505 -0.07 0.00 0.11
C 1.045302 6.271191 1.600865 0.08 -0.06 -0.10
C 0.782163 5.102266 2.294979 -0.04 0.06 0.07
C 1.376058 3.905015 1.915285 -0.05 -0.14 0.13
S 0.833622 2.487202 2.857513 0.33 0.32 -0.01
O 0.849671 2.854446 4.239966 -0.03 -0.06 0.01
O 1.714974 1.363253 2.478704 0.20 -0.12 -0.10
O -0.509231 2.196888 2.306954 -0.33 -0.15 -0.24
H 5.116351 1.676944 0.801572 0.05 0.03 -0.08
H 3.205163 5.013514 -0.684530 -0.01 -0.02 0.00
H 2.143562 7.146198 -0.028141 -0.01 0.01 0.01
H 0.570857 7.195118 1.904310 0.01 0.01 -0.01
H 0.116771 5.109809 3.149139 0.00 -0.01 -0.01
F -4.406448 5.865198 1.044326 0.08 -0.20 -0.04
C -3.881256 4.671092 0.775832 -0.08 0.10 0.04
C -4.548522 3.519800 1.146520 -0.10 0.04 0.05
F -5.729655 3.598876 1.760929 0.15 0.00 -0.08
C -3.993551 2.283748 0.855404 0.00 -0.04 0.02
F -4.725771 1.209910 1.180829 0.05 0.09 0.01
C -2.761329 2.160571 0.229117 -0.09 -0.02 -0.04
P -1.928225 0.557164 -0.068588 0.29 -0.03 0.07
C -2.438766 0.156859 -1.752625 0.08 0.08 -0.05
C -3.776863 -0.058274 -2.091939 0.04 0.06 -0.02
C -4.126288 -0.246433 -3.416713 -0.03 -0.01 -0.02
C -3.150604 -0.202155 -4.408257 0.00 -0.01 -0.01
C -1.825870 0.026211 -4.076361 0.03 -0.01 0.03
C -1.466525 0.206532 -2.746251 -0.02 -0.08 -0.03
C -2.694002 -0.636192 1.064331 -0.04 -0.04 -0.07
C -2.515712 -0.439038 2.436220 0.01 0.00 -0.07
C -3.018320 -1.364354 3.335538 -0.04 0.00 0.05
C -3.697984 -2.488208 2.880127 0.02 0.06 0.01
C -3.855961 -2.693401 1.519057 0.03 -0.05 -0.03
C -3.348268 -1.776243 0.609344 0.04 -0.04 0.05
C -2.130957 3.338717 -0.187945 0.00 -0.05 0.00
Br -0.548141 3.285152 -1.199023 -0.03 0.13 0.07
C -2.679367 4.573950 0.092114 0.08 0.13 -0.05
F -2.081547 5.700771 -0.297269 -0.07 -0.11 0.05
H -4.538988 -0.070608 -1.321434 -0.01 0.02 -0.02
H -5.161534 -0.417189 -3.682309 0.00 0.00 0.01
H -3.431717 -0.340626 -5.444442 0.00 0.00 0.00
H -1.065618 0.069918 -4.844394 0.01 -0.01 -0.01
H -0.433969 0.401931 -2.481057 0.02 -0.03 -0.01
H -1.985940 0.436608 2.795212 0.00 0.03 0.01
H -2.881007 -1.203653 4.397028 0.00 0.00 0.00
H -4.095965 -3.204261 3.587801 0.00 0.00 0.00
H -4.365882 -3.576632 1.155917 0.00 0.01 0.01
H -3.460430 -1.961115 -0.450215 0.01 0.00 0.02
C -0.481195 -5.616546 1.568905 0.02 -0.05 -0.04
C -0.735383 -4.400508 2.179467 -0.03 0.07 -0.01
C -0.242856 -3.225910 1.622837 -0.02 0.01 -0.02
C 0.519262 -3.268887 0.461151 0.08 -0.01 0.08
C 0.789561 -4.499209 -0.137288 0.11 0.08 -0.05
C 0.280811 -5.665741 0.406542 -0.04 -0.02 0.06
As 1.341835 -1.608790 -0.122564 -0.39 0.32 0.11
C 3.156910 -1.841497 0.457994 0.08 -0.03 0.07
C 3.520666 -1.324557 1.695089 0.03 0.03 -0.01
C 4.800011 -1.552686 2.182839 -0.01 0.00 -0.03
C 5.711832 -2.278466 1.431168 0.01 0.00 0.02
C 5.350016 -2.779886 0.187109 -0.02 -0.01 -0.01
C 4.069582 -2.567350 -0.300102 0.06 -0.01 0.02
C 1.460470 -1.754187 -2.045149 -0.01 -0.03 0.02
C 0.636439 -2.614236 -2.763674 -0.09 0.02 0.02
C 0.734190 -2.680527 -4.146660 -0.02 0.06 -0.03
C 1.640726 -1.872131 -4.817800 0.00 -0.01 0.03
C 2.451348 -0.999057 -4.102809 0.01 -0.01 -0.03
C 2.369657 -0.941249 -2.719977 -0.01 0.03 0.02
H -0.868241 -6.530979 2.000178 0.00 0.00 0.00
H -1.321405 -4.356190 3.087736 0.00 0.00 0.01
H -0.452037 -2.274849 2.103060 0.01 -0.05 -0.01
H 1.410111 -4.548064 -1.024667 -0.01 -0.01 0.03
H 0.490542 -6.616538 -0.066205 0.00 0.00 0.00
H 2.832937 -0.709205 2.264198 0.01 -0.05 -0.02
H 5.084162 -1.139292 3.141443 0.01 0.00 0.00
H 6.712355 -2.447386 1.808935 -0.01 0.01 0.00
H 6.064520 -3.335437 -0.406633 0.00 0.00 0.01
H 3.794702 -2.958243 -1.272241 -0.02 0.01 0.00
H -0.091831 -3.232152 -2.253191 0.00 0.02 -0.01
H 0.092155 -3.357026 -4.696543 0.01 0.00 -0.01
H 1.716813 -1.920775 -5.896782 -0.01 0.00 0.00
H 3.155446 -0.358861 -4.618213 0.00 0.00 -0.01
H 2.996660 -0.252305 -2.170053 0.00 0.03 0.02
```
Positions in Å, forces in eV/Å.

Its spin multiplicity is 3. As for the frontier orbital gap (spin up / spin down): 0.2982 / 0.2817 hartree. The LUMO energy (spin up / spin down) is -0.02 / -1.60 eV. Its highest occupied orbital energy (spin up / spin down) is -8.135 / -9.262 eV.

Atomic partial charges in e from the Löwdin method, atoms 1 to 4:
1. Pd 0.686
2. O -0.240
3. As 0.852
4. O -0.454

---

| no. | molar mass (g/mol) | electronic energy (eV) |
| --- | --- | --- |
| 1 | 914.85 | -67740.867 |
| 2 | 1105.90 | -282518.449 |